Entry 1:
{
  "formula": "C7H13F2NSi",
  "method": "ωB97M-V with the def2-TZVPD basis set",
  "relative_energy_kj_mol": 0.00,
  "smiles": "C=C(C)[Si](C)(F)F.CC=C=N",
  "homo_ha": -0.3099,
  "orbital_gap_ha": 0.336,
  "elements": ["H", "H", "C", "H", "H", "C", "F", "C", "H", "H", "C", "C", "F", "H", "H", "H", "C", "H", "H", "H", "Si", "H", "N", "C"],
  "xyz": [[0.78, -3.45, 2.33], [2.02, -3.62, 1.11], [-1.79, -0.02, 0.53], [-2.22, 0.96, 0.60], [-1.40, -0.27, -2.98], [0.95, -3.31, 1.23], [1.50, -1.61, -0.78], [0.55, 1.53, -1.18], [-0.10, 1.82, 1.37], [-0.95, 2.77, -0.57], [0.12, 2.93, -0.71], [-0.09, 0.99, -2.20], [-0.72, -2.69, -0.80], [-2.43, -0.60, -0.13], [0.12, 3.67, -1.50], [1.60, 1.20, -0.95], [0.28, 0.81, 1.65], [0.50, -4.15, 0.72], [1.35, 0.78, 1.55], [0.66, 3.27, 0.21], [0.29, -1.87, 0.19], [0.11, 0.68, 2.68], [-0.64, 0.39, -3.15], [-0.48, -0.19, 0.79]]
}

***

Entry 2:
{
  "formula": "C7H13F3NO7S",
  "method": "ωB97M-V with the def2-TZVPD basis set",
  "homo_ha": -0.1999,
  "total_charge": -1,
  "orbital_gap_ha": 0.285,
  "elements": ["C", "O", "H", "O", "S", "H", "H", "C", "C", "C", "F", "C", "O", "C", "H", "C", "H", "H", "N", "F", "H", "O", "H", "H", "O", "O", "H", "F", "H", "H", "H", "O"],
  "xyz": [[4.04, -2.94, -0.06], [-6.58, 0.43, 1.47], [5.03, -3.59, -0.05], [-7.26, 2.23, -0.05], [-6.19, 1.31, 0.37], [2.18, 1.90, 1.62], [3.38, -3.35, -0.93], [2.57, 1.49, 0.58], [4.08, 0.85, 0.80], [-1.29, -0.53, -0.55], [-4.91, -0.74, -0.87], [4.35, -1.33, -0.28], [-4.91, 1.99, 0.60], [-5.89, 0.19, -1.10], [3.57, -0.93, -1.07], [0.36, 1.26, -0.35], [-1.93, -1.50, 1.14], [3.47, -3.02, 0.99], [-1.85, -0.48, 0.85], [-7.01, -0.53, -1.45], [5.44, -1.21, -0.69], [4.09, -0.61, 0.98], [-1.19, -0.08, 1.55], [4.56, 1.32, 1.79], [-1.55, -1.66, -1.27], [-0.55, 0.53, -1.24], [2.72, 2.46, -0.11], [-5.51, 0.87, -2.23], [4.74, 1.22, -0.12], [0.68, 2.26, -0.92], [-0.23, 1.65, 0.61], [1.60, 0.53, 0.00]]
}

***

Entry 3:
{
  "formula": "C7H13FO2S",
  "method": "ωB97M-V with the def2-TZVPD basis set",
  "relative_energy_kj_mol": 0.00,
  "smiles": "C=C(F)C(C)(C)C.C=S(=O)=O",
  "homo_ha": -0.3449,
  "orbital_gap_ha": 0.354,
  "elements": ["C", "H", "C", "H", "H", "S", "H", "C", "H", "H", "H", "C", "H", "H", "C", "C", "H", "O", "H", "O", "F", "H", "H", "C"],
  "xyz": [[-0.07, -1.26, -0.52], [-1.97, -0.55, 1.33], [-0.76, 0.89, 0.65], [0.36, -0.91, 2.19], [1.87, -1.20, 1.48], [-1.21, 3.25, -1.34], [0.49, -1.49, -1.31], [-2.26, 1.99, -1.62], [1.06, 1.50, -1.32], [-1.85, 1.25, -2.29], [2.13, 1.40, 0.21], [1.43, 0.82, -0.55], [-2.79, 1.25, 1.37], [1.67, 0.28, 2.09], [-1.91, 0.55, 1.21], [0.42, 0.03, 0.26], [2.22, 0.17, -1.00], [-1.64, 4.36, -0.53], [-0.49, -2.10, 0.17], [0.19, 3.19, -1.69], [-0.43, 2.26, 0.65], [-3.25, 2.09, -1.25], [-1.01, -1.07, -1.07], [1.12, -0.44, 1.55]]
}